The following is a DFT calculation (wB97M-V/def2-TZVPD) of a 8-piece molecular cluster, C64H154F6N5O8P3 overall in a non-equilibrium geometry.

Geometry (Å):
C1 -3.28 -6.10 3.69
C2 -3.17 -6.55 2.25
C3 -3.63 -5.43 1.34
N1 -3.66 -5.74 -0.12
C4 -2.26 -6.21 -0.47
C5 -4.66 -6.77 -0.52
C6 -5.99 -5.99 -0.51
C7 -5.69 -4.59 -0.95
C8 -4.13 -4.51 -0.90
H1 -2.99 -6.89 4.42
H2 -4.33 -5.85 3.91
H3 -2.69 -5.21 3.83
H4 -3.61 -7.54 2.03
H5 -2.10 -6.81 2.08
H6 -2.82 -4.67 1.39
H7 -4.64 -4.98 1.53
H8 -1.53 -5.41 -0.38
H9 -2.29 -6.56 -1.52
H10 -2.09 -7.12 0.06
H11 -4.34 -7.14 -1.50
H12 -4.57 -7.66 0.14
H13 -6.60 -6.56 -1.15
H14 -6.34 -6.06 0.54
H15 -6.08 -4.30 -1.89
H16 -6.10 -3.91 -0.23
H17 -3.58 -4.56 -1.84
H18 -3.81 -3.60 -0.39
C9 3.76 3.32 -10.04
C10 5.23 3.54 -9.69
C11 5.84 2.45 -8.82
C12 5.11 2.44 -7.41
P1 5.21 0.90 -6.51
C13 4.25 1.04 -4.92
C14 4.27 -0.26 -4.14
C15 3.09 -0.48 -3.11
C16 2.73 0.73 -2.32
C17 4.46 -0.40 -7.56
C18 2.97 -0.05 -7.81
C19 2.15 -1.23 -8.30
C20 0.69 -1.03 -8.36
C21 6.89 0.32 -6.05
C22 7.55 1.40 -5.25
C23 9.04 1.10 -4.92
C24 9.78 2.04 -3.95
H19 3.72 2.27 -10.34
H20 3.39 3.83 -10.96
H21 3.09 3.43 -9.18
H22 5.50 4.47 -9.19
H23 5.80 3.58 -10.59
H24 6.94 2.60 -8.68
H25 5.71 1.47 -9.34
H26 4.06 2.67 -7.53
H27 5.62 3.18 -6.79
H28 3.22 1.25 -5.19
H29 4.58 1.87 -4.28
H30 5.18 -0.32 -3.53
H31 4.19 -1.13 -4.79
H32 3.45 -1.26 -2.43
H33 2.23 -0.84 -3.70
H34 2.44 1.59 -2.98
H35 3.54 1.09 -1.70
H36 1.90 0.67 -1.66
H37 4.46 -1.34 -7.09
H38 4.99 -0.53 -8.52
H39 2.96 0.75 -8.56
H40 2.46 0.26 -6.89
H41 2.41 -2.06 -7.63
H42 2.48 -1.55 -9.34
H43 0.15 -1.79 -8.90
H44 0.45 -0.11 -8.92
H45 0.19 -0.97 -7.40
H46 7.24 0.24 -7.10
H47 6.80 -0.64 -5.59
H48 6.94 1.61 -4.38
H49 7.55 2.29 -5.89
H50 9.52 1.21 -5.86
H51 9.15 0.13 -4.47
H52 10.84 1.72 -3.91
H53 9.36 1.99 -2.96
H54 9.79 3.10 -4.29
C25 -4.65 3.88 0.84
C26 -3.27 3.52 1.23
C27 -3.03 3.48 2.73
C28 -1.58 3.43 3.19
P2 -1.38 3.52 4.98
C29 0.35 3.80 5.35
C30 0.53 4.08 6.84
C31 2.03 4.12 7.19
C32 2.19 4.29 8.67
C33 -2.05 1.99 5.57
C34 -1.35 0.71 5.00
C35 -2.07 -0.56 5.56
C36 -1.47 -1.73 4.86
C37 -2.34 4.85 5.65
C38 -1.85 6.20 5.11
C39 -2.48 7.43 5.88
C40 -4.02 7.42 5.75
H55 -5.34 3.25 1.40
H56 -4.86 3.68 -0.19
H57 -4.99 4.89 1.01
H58 -2.55 4.22 0.81
H59 -3.04 2.58 0.70
H60 -3.57 2.61 3.22
H61 -3.44 4.38 3.22
H62 -1.01 4.29 2.88
H63 -1.09 2.53 2.79
H64 0.66 4.68 4.77
H65 0.88 2.93 5.05
H66 0.07 3.29 7.46
H67 0.00 4.95 7.18
H68 2.54 4.90 6.64
H69 2.61 3.24 6.86
H70 1.69 5.17 9.04
H71 3.24 4.49 8.86
H72 1.95 3.39 9.22
H73 -3.14 2.10 5.37
H74 -2.01 1.94 6.65
H75 -0.27 0.79 5.26
H76 -1.42 0.65 3.93
H77 -3.13 -0.55 5.35
H78 -2.06 -0.65 6.61
H79 -1.60 -2.67 5.39
H80 -0.37 -1.68 4.74
H81 -1.87 -1.84 3.81
H82 -2.19 4.87 6.75
H83 -3.41 4.81 5.40
H84 -2.07 6.15 4.06
H85 -0.77 6.25 5.22
H86 -2.03 8.37 5.49
H87 -2.10 7.25 6.89
H88 -4.49 6.50 6.19
H89 -4.43 7.57 4.74
H90 -4.42 8.24 6.38
C41 5.20 7.52 6.10
O1 6.10 6.45 5.84
C42 7.34 6.59 5.18
C43 8.01 5.29 5.38
N2 7.05 4.17 5.21
H91 7.42 3.34 5.63
H92 6.21 4.49 5.74
C44 6.75 3.81 3.82
C45 5.85 2.62 3.76
O2 4.57 2.90 4.26
C46 3.77 1.73 4.29
H93 4.26 7.11 6.52
H94 4.88 8.01 5.18
H95 5.75 8.22 6.70
H96 7.98 7.30 5.67
H97 7.10 6.83 4.14
H98 8.45 5.28 6.39
H99 8.85 5.26 4.68
H100 7.66 3.41 3.35
H101 6.43 4.68 3.32
H102 6.38 1.80 4.27
H103 5.81 2.34 2.71
H104 2.77 2.08 4.59
H105 4.05 1.08 5.11
H106 3.72 1.16 3.33
C47 -6.88 -3.44 5.96
O3 -7.93 -2.56 5.56
C48 -9.15 -2.88 6.17
C49 -10.15 -1.91 5.57
N3 -10.10 -2.09 4.10
H107 -9.15 -2.44 3.76
H108 -10.79 -2.82 3.84
C50 -10.27 -0.84 3.35
C51 -8.87 -0.20 3.23
O4 -8.00 -1.29 2.78
C52 -6.63 -0.94 3.04
H109 -6.81 -3.43 7.09
H110 -5.94 -3.02 5.60
H111 -7.06 -4.51 5.62
H112 -9.18 -2.67 7.26
H113 -9.43 -3.91 5.98
H114 -10.05 -0.90 5.90
H115 -11.13 -2.23 5.98
H116 -11.01 -0.14 3.76
H117 -10.64 -1.09 2.37
H118 -8.50 0.16 4.17
H119 -8.86 0.60 2.51
H120 -6.02 -1.84 2.86
H121 -6.63 -0.53 4.06
H122 -6.38 -0.10 2.42
C53 -1.72 -2.51 -4.54
O5 -2.84 -1.60 -4.72
C54 -2.41 -0.34 -5.17
C55 -3.64 0.58 -5.17
N4 -4.28 0.75 -6.56
H123 -4.97 1.51 -6.66
H124 -3.50 0.86 -7.21
C56 -4.86 -0.47 -7.16
C57 -4.72 -0.37 -8.67
O6 -3.34 -0.02 -8.82
C58 -2.92 0.06 -10.18
H125 -0.91 -1.92 -4.12
H126 -1.41 -2.83 -5.56
H127 -2.08 -3.32 -3.92
H128 -1.92 -0.35 -6.18
H129 -1.68 0.08 -4.49
H130 -3.37 1.62 -4.88
H131 -4.39 0.17 -4.48
H132 -5.86 -0.52 -6.82
H133 -4.25 -1.32 -6.82
H134 -5.36 0.35 -9.17
H135 -4.88 -1.36 -9.07
H136 -1.84 0.06 -10.28
H137 -3.41 0.94 -10.65
H138 -3.34 -0.80 -10.73
C59 3.18 -7.27 -2.15
O7 2.95 -6.18 -1.20
C60 2.28 -6.72 -0.06
C61 2.56 -5.85 1.12
N5 2.53 -4.41 0.65
H139 3.07 -4.54 -0.20
H140 1.54 -4.18 0.51
C62 3.30 -3.37 1.44
C63 3.89 -2.45 0.42
O8 4.37 -3.20 -0.66
C64 5.66 -3.72 -0.64
H141 2.20 -7.61 -2.39
H142 3.90 -8.04 -1.82
H143 3.62 -6.85 -3.06
H144 2.62 -7.71 0.22
H145 1.23 -6.86 -0.30
H146 3.57 -6.07 1.45
H147 1.88 -6.11 1.90
H148 4.06 -3.97 1.94
H149 2.56 -2.88 2.03
H150 4.73 -1.86 0.83
H151 3.11 -1.79 0.13
H152 5.58 -4.50 -1.40
H153 5.76 -4.28 0.33
H154 6.47 -3.00 -0.80
P3 -0.52 -2.29 0.14
F1 -1.62 -2.07 1.24
F2 -1.59 -2.71 -1.00
F3 -0.52 -0.75 -0.35
F4 0.74 -2.60 -0.88
F5 0.59 -1.92 1.26
F6 -0.47 -3.91 0.58

HOMO level   -0.7086 hartree
Electronic energy   -136815.9245 eV
LUMO   -9.016 eV
Total charge   +6

Results of the Löwdin charge analysis, in e, for atoms 1 through 5: number 1, C, carries -0.0835; number 2, C, carries -0.2386; number 3, C, carries -0.1375; number 4, N, carries -0.2771; number 5, C, carries 0.0252